Record 1
The following is a quantum chemistry calculation of a structure of composition C22H11Cl5F5N2O2STc in a non-equilibrium geometry, from the Open Molecules 2025 dataset.

Calculated values
Highest occupied orbital energy (alpha / beta): -10.06 / -10.06 eV
2S+1: 4
Energy above the lowest of the compared OMol25 structures with the same formula, charge and spin: 410.03 kcal per mole
Total charge: +1

CARTESIAN COORDINATES (ANGSTROEM)
Tc (-0.143, 0.623, 0.050)
Cl (2.747, -2.891, 3.505)
Cl (-0.378, 2.489, 3.136)
Cl (1.719, -1.739, 0.527)
Cl (2.327, -1.123, 5.989)
Cl (0.833, 1.562, 5.765)
S (-0.176, 2.890, 0.180)
F (-0.564, 1.762, -4.816)
F (0.101, 1.157, -2.266)
F (-1.762, 6.105, -3.461)
F (-1.504, 4.252, -5.421)
F (-1.115, 5.504, -0.926)
O (-1.864, -0.155, -0.392)
O (3.626, -0.694, -0.884)
N (0.987, -0.981, -0.557)
N (-0.332, -2.798, 0.950)
C (1.909, -1.402, 3.349)
C (-2.777, -2.152, 0.591)
C (-0.384, 2.404, -2.557)
C (-5.181, -1.554, -0.594)
C (-2.864, -1.007, -0.224)
C (-0.506, 3.308, -1.521)
C (-5.102, -2.645, 0.273)
C (-0.707, 2.682, -3.867)
C (5.067, -0.486, -1.223)
C (-1.179, 3.948, -4.173)
C (-3.895, -2.945, 0.863)
C (1.040, 0.610, 4.359)
C (2.320, -3.232, 0.439)
C (0.683, 0.277, 1.941)
C (1.395, -0.880, 2.171)
C (-1.309, 4.894, -3.167)
C (3.316, -0.950, 0.473)
C (-0.971, 4.572, -1.863)
C (1.720, -0.608, 4.477)
C (-1.454, -2.532, 0.942)
C (0.527, 1.033, 3.127)
C (-4.091, -0.746, -0.842)
H (-4.163, 0.119, -1.487)
H (3.294, -3.226, -0.016)
H (1.609, -4.035, 0.377)
H (5.366, 0.391, -0.660)
H (-5.973, -3.254, 0.466)
H (3.135, -1.325, -1.468)
H (3.876, -0.420, 1.227)
H (-6.122, -1.326, -1.077)
H (-3.785, -3.804, 1.512)
H (5.081, -0.296, -2.290)
H (5.621, -1.376, -0.940)

Atomic partial charges in e from the Löwdin method, atoms 1 to 5:
1. Tc 1.365
2. Cl 0.771
3. Cl 0.681
4. Cl 0.929
5. Cl 0.744

***

Record 2
The following is a quantum chemistry calculation of a cluster of 11 separate species, C20H65N13O11 in total in a non-equilibrium geometry, from the Open Molecules 2025 dataset.

Calculated values
Highest occupied orbital energy: -8.62 eV
SMILES string: COC[C@H](C)N.COC[C@H](C)N.COC[C@H](C)N.NC(N)=O.NC(N)=O.NC(N)=O.NC(N)=O.NC(N)=O.CO.CO.CO
Energy above the lowest of the compared OMol25 structures with the same formula, charge and spin: 49.80 kcal per mole
Total charge: 0

CARTESIAN COORDINATES (ANGSTROEM)
O (-2.650, -13.838, 13.374)
O (-4.121, -11.316, 19.534)
O (-5.208, -16.175, 17.514)
O (1.416, -11.464, 20.520)
O (0.897, -10.709, 11.595)
O (-2.006, -9.302, 14.947)
O (0.832, -7.634, 18.148)
O (2.209, -13.348, 14.935)
O (-0.397, -17.201, 18.093)
O (-2.590, -12.318, 22.223)
O (-1.435, -13.523, 17.012)
N (-3.129, -13.810, 20.508)
N (-3.064, -15.781, 17.435)
N (-4.350, -9.095, 19.570)
N (-0.670, -10.243, 23.173)
N (-2.944, -9.869, 20.830)
N (-2.348, -11.465, 17.015)
N (-1.760, -16.236, 14.595)
N (-0.480, -11.757, 16.044)
N (0.005, -15.326, 19.225)
N (2.734, -13.082, 9.379)
N (1.174, -17.090, 19.670)
N (-2.261, -14.545, 22.253)
N (-4.318, -14.588, 16.319)
C (-3.372, -8.918, 15.401)
C (1.948, -11.617, 11.234)
C (0.224, -16.556, 18.987)
C (0.639, -12.234, 23.064)
C (0.462, -13.296, 9.946)
C (-4.279, -15.512, 17.161)
C (-1.430, -12.327, 16.705)
C (0.514, -10.712, 22.565)
C (-2.663, -13.438, 21.660)
C (-1.364, -14.362, 12.994)
C (-3.118, -12.683, 12.677)
C (-0.294, -8.232, 17.557)
C (1.557, -11.374, 19.081)
C (2.516, -14.416, 15.807)
C (1.635, -12.275, 9.823)
C (1.271, -9.883, 12.728)
C (-0.764, -15.243, 14.103)
C (0.429, -10.645, 21.101)
C (0.345, -16.133, 13.586)
C (-3.800, -10.190, 19.882)
H (1.515, -12.713, 22.627)
H (-2.123, -10.501, 16.813)
H (-3.900, -12.240, 13.294)
H (-0.882, -9.408, 22.646)
H (-0.564, -10.967, 20.787)
H (-0.042, -9.119, 16.976)
H (0.500, -7.370, 19.010)
H (-3.655, -12.901, 11.754)
H (-2.455, -15.635, 15.015)
H (2.726, -12.571, 15.160)
H (2.894, -11.077, 11.193)
H (0.167, -16.971, 12.912)
H (-4.921, -9.070, 18.737)
H (-2.479, -14.965, 17.329)
H (0.965, -16.564, 14.372)
H (-1.186, -16.524, 15.375)
H (-0.903, -8.521, 18.413)
H (1.429, -10.160, 22.781)
H (-3.628, -7.896, 15.123)
H (-2.121, -9.308, 13.993)
H (-3.028, -14.785, 20.264)
H (-2.369, -11.930, 12.432)
H (0.580, -11.537, 18.627)
H (-2.234, -15.400, 21.716)
H (3.342, -13.364, 10.134)
H (1.343, -18.083, 19.592)
H (-0.976, -7.605, 16.981)
H (-0.254, -12.743, 10.554)
H (1.471, -16.463, 20.404)
H (0.756, -14.222, 10.439)
H (-0.195, -12.832, 22.696)
H (-0.386, -14.676, 18.557)
H (-3.470, -14.155, 15.983)
H (-4.101, -9.612, 14.984)
H (-0.749, -10.823, 15.769)
H (2.104, -10.487, 18.761)
H (2.052, -14.189, 16.767)
H (-2.805, -8.888, 21.025)
H (1.463, -11.535, 9.042)
H (-2.556, -10.567, 21.449)
H (-3.110, -11.704, 17.634)
H (-3.473, -9.056, 16.478)
H (-3.883, -8.256, 19.882)
H (2.418, -13.972, 9.022)
H (-5.188, -14.379, 15.850)
H (-1.442, -10.847, 22.926)
H (-0.791, -13.465, 12.759)
H (0.809, -12.316, 24.137)
H (0.535, -9.081, 12.775)
H (1.971, -12.447, 11.940)
H (-0.060, -13.420, 8.997)
H (-1.525, -14.909, 12.065)
H (0.467, -14.941, 20.036)
H (3.590, -14.415, 15.994)
H (2.064, -12.281, 18.753)
H (-3.525, -13.041, 19.986)
H (2.186, -9.324, 12.531)
H (-2.903, -16.400, 18.216)
H (-0.311, -14.617, 14.872)
H (0.558, -9.609, 20.788)
H (-1.817, -14.559, 23.160)
H (1.331, -10.490, 13.632)
H (0.984, -15.387, 13.115)
H (2.317, -15.403, 15.390)
H (0.190, -12.307, 15.526)

Atomic partial charges in e from the Löwdin method, atoms 1 to 5:
1. O -0.203
2. O 0.029
3. O 0.050
4. O -0.188
5. O -0.206

***

Record 3
The following is a quantum chemistry calculation of a cluster of 2 separate species, C10H16 in total in a non-equilibrium geometry, from the Open Molecules 2025 dataset.

Calculated values
Highest occupied orbital energy (alpha / beta): -14.43 / -14.43 eV
2S+1: 2
Energy above the lowest of the compared OMol25 structures with the same formula, charge and spin: 17.56 kcal per mole
Total charge: +1

CARTESIAN COORDINATES (ANGSTROEM)
C (0.169, 0.730, 1.062)
C (0.390, 0.938, 2.447)
C (1.215, 0.591, 0.155)
C (-1.216, 0.652, 0.534)
C (2.796, 0.646, 2.006)
C (2.504, 0.480, 0.632)
C (-0.288, -2.763, -2.855)
C (-2.241, 1.777, 0.865)
C (-0.738, -1.326, -2.741)
C (1.678, 0.767, 2.908)
H (-1.809, -0.290, 0.828)
H (0.437, -3.062, -2.083)
H (-2.019, 2.799, 0.700)
H (2.032, 1.035, 3.948)
H (3.301, 0.337, -0.079)
H (-2.486, 1.737, 2.009)
H (-1.390, -1.126, -1.868)
H (0.150, -3.033, -3.812)
H (-3.173, 1.509, 0.336)
H (-1.159, -3.420, -2.780)
H (3.844, 0.712, 2.255)
H (0.939, 0.385, -0.883)
H (-1.369, -0.982, -3.574)
H (-0.394, 0.968, 3.190)
H (0.071, -0.634, -2.665)
H (-1.243, 0.573, -0.534)

Atomic partial charges in e from the Löwdin method, atoms 1 to 5:
1. C -0.134
2. C 0.038
3. C 0.037
4. C -0.177
5. C 0.070

***

Record 4
The following is a quantum chemistry calculation of a structure of composition C21H21N4PdS3 in a non-equilibrium geometry, from the Open Molecules 2025 dataset.

Calculated values
Highest occupied orbital energy (alpha / beta): -9.14 / -9.26 eV
Energy above the lowest of the compared OMol25 structures with the same formula, charge and spin: 36.15 kcal per mole
Total charge: +1

CARTESIAN COORDINATES (ANGSTROEM)
Pd (-0.143, -0.918, -0.495)
S (-2.525, -4.946, -1.375)
S (-0.655, -2.248, 4.160)
S (-2.507, -0.127, -0.525)
N (-1.088, -3.003, -0.631)
N (-0.162, -1.958, 1.679)
N (-2.295, 1.581, 1.515)
N (-0.430, 1.303, 0.134)
C (-1.479, -3.618, 0.524)
C (3.994, 1.333, -3.466)
C (1.527, 2.706, 0.231)
C (-1.670, 0.995, 0.457)
C (-0.334, 2.801, 1.987)
C (-2.297, 2.882, 3.601)
C (3.205, 2.276, -4.122)
C (1.364, -0.633, -1.792)
C (-1.554, -3.549, -1.708)
C (-1.431, -3.297, 3.044)
C (1.212, 1.193, -3.325)
C (-1.312, -2.966, -3.046)
C (2.009, 0.247, -2.591)
C (-2.269, -4.711, 0.309)
C (-1.605, 2.441, 2.364)
C (1.125, -0.364, 3.015)
C (0.153, -1.466, 2.834)
C (3.429, 0.332, -2.719)
C (0.236, 2.272, 0.823)
C (-1.047, -3.006, 1.767)
C (1.817, 2.186, -4.042)
H (0.136, 1.102, -3.261)
H (1.461, -0.011, 2.035)
H (-1.809, -1.992, -3.102)
H (3.667, 3.057, -4.703)
H (0.219, 3.506, 2.586)
H (-1.642, 3.521, 4.185)
H (-2.707, -5.377, 1.025)
H (-3.207, 3.436, 3.366)
H (-2.581, 2.019, 4.207)
H (4.039, -0.398, -2.204)
H (2.075, 1.831, -0.126)
H (5.069, 1.391, -3.549)
H (-0.242, -2.791, -3.186)
H (0.683, 0.461, 3.572)
H (-1.692, -3.607, -3.835)
H (1.992, -0.721, 3.570)
H (2.125, 3.269, 0.939)
H (1.205, 2.902, -4.567)
H (-2.120, -4.044, 3.384)
H (1.322, 3.342, -0.633)
H (-3.266, 1.366, 1.692)

Atomic partial charges in e from the Löwdin method, atoms 1 to 5:
1. Pd 0.524
2. S 1.087
3. S 1.077
4. S 0.629
5. N -0.042

***

Record 5
The following is a quantum chemistry calculation of a structure of composition C37H43N5S6W in a non-equilibrium geometry, from the Open Molecules 2025 dataset.

Calculated values
Highest occupied orbital energy (alpha / beta): -17.76 / -17.76 eV
2S+1: 3
Energy above the lowest of the compared OMol25 structures with the same formula, charge and spin: 11.31 kcal per mole
Total charge: +4

CARTESIAN COORDINATES (ANGSTROEM)
W (-0.474, -0.324, -0.057)
S (-1.082, -2.939, 0.818)
S (-1.672, 1.590, -1.178)
S (0.040, -0.456, 2.619)
S (2.180, -1.891, 0.972)
S (-1.936, -1.443, -1.805)
S (-2.728, 0.028, 1.409)
N (1.950, 1.199, -0.839)
N (-3.644, -0.740, -3.707)
N (0.975, 1.211, -0.015)
N (-3.560, 1.961, -2.967)
N (1.007, -0.748, -1.613)
C (1.777, -0.095, 3.073)
C (-2.152, -2.133, -8.284)
C (1.089, -1.801, -2.441)
C (-6.401, 3.241, 0.930)
C (2.280, 2.770, 1.317)
C (1.996, 0.190, -1.717)
C (1.034, 2.259, 0.909)
C (-4.219, 1.613, -4.213)
C (-3.730, 3.298, -2.442)
C (-0.144, 2.825, 1.414)
C (-0.067, 3.899, 2.283)
C (-4.267, 3.819, -0.024)
C (0.192, -3.633, 1.947)
C (-3.356, -2.759, -7.979)
C (-6.797, 2.694, -0.283)
C (2.081, -1.950, -3.390)
C (-3.450, -1.655, 1.529)
C (2.340, 3.809, 2.224)
C (-3.135, -2.076, -5.683)
C (-2.840, -0.331, -2.742)
C (-1.421, -1.504, -7.281)
C (-2.479, -2.711, 2.007)
C (-2.784, 1.071, -2.370)
C (1.168, 4.381, 2.709)
C (-2.465, 0.470, 3.182)
C (-4.654, 0.155, -4.243)
C (-1.013, 0.708, 3.567)
C (2.620, -1.289, 2.658)
C (3.026, 0.116, -2.668)
C (-3.651, -2.080, -4.252)
C (1.561, -3.586, 1.305)
C (-4.656, 3.262, -1.237)
C (-5.149, 3.830, 1.045)
C (-5.926, 2.698, -1.358)
C (-3.862, -2.706, -6.689)
C (-1.912, -1.473, -5.986)
C (3.067, -0.969, -3.518)
H (-0.090, -4.672, 2.127)
H (-0.478, -1.034, -7.514)
H (-2.990, -3.676, 2.076)
H (-0.975, 4.366, 2.630)
H (-2.912, -0.338, 3.762)
H (-0.870, 0.501, 4.630)
H (-1.786, -2.133, -9.299)
H (-0.681, 1.725, 3.353)
H (3.299, 4.181, 2.552)
H (-3.035, -2.735, -3.630)
H (0.316, -2.555, -2.349)
H (-5.569, 0.004, -3.658)
H (-6.261, 2.297, -2.302)
H (2.295, -4.089, 1.937)
H (-4.677, -2.458, -4.239)
H (-2.062, -2.462, 2.985)
H (3.675, -1.009, 2.617)
H (-1.107, 2.459, 1.073)
H (-4.153, 3.932, -3.221)
H (-4.312, -1.583, 2.196)
H (3.764, 0.903, -2.693)
H (-4.861, -0.134, -5.275)
H (-3.814, -1.877, 0.523)
H (3.178, 2.326, 0.914)
H (1.553, -4.078, 0.330)
H (-4.806, -3.180, -6.466)
H (2.511, -2.127, 3.345)
H (-3.049, 1.377, 3.352)
H (2.086, 0.820, 2.563)
H (-7.788, 2.281, -0.393)
H (2.091, -2.823, -4.026)
H (-3.521, 1.818, -5.035)
H (-1.340, -0.984, -5.207)
H (-3.906, -3.287, -8.743)
H (-2.760, 3.712, -2.156)
H (-4.867, 4.323, 1.962)
H (1.215, 5.200, 3.410)
H (1.821, 0.062, 4.150)
H (0.160, -3.086, 2.891)
H (-7.070, 3.220, 1.778)
H (-3.302, 4.297, 0.060)
H (3.845, -1.071, -4.259)
H (-5.096, 2.248, -4.355)

Atomic partial charges in e from the Löwdin method, atoms 1 to 5:
1. W 0.944
2. S 0.822
3. S 0.801
4. S 0.851
5. S 0.885